Computed, not measured: a 2-piece molecular cluster, C4H9O2 overall in a non-equilibrium geometry, with ωB97M-V with the def2-TZVPD basis set.

Last column: natural (NBO) charge in e.
Cartesian coordinates (Å):
C -0.265 2.340 -0.800  -0.613
C 0.954 1.470 -0.514  -0.603
H -0.837 2.605 0.090  0.206
H -0.031 3.248 -1.350  0.211
H -0.989 1.807 -1.427  0.199
H 0.741 0.404 -0.430  0.184
H 1.357 1.724 0.469  0.207
H 1.728 1.637 -1.260  0.211
C -0.479 -1.821 0.159  -0.560
C -0.162 -2.623 1.561  0.751
O 0.688 -3.467 1.398  -0.538
O -0.953 -2.258 2.431  -0.354
H 0.411 -1.291 -0.128  0.234
H -1.309 -1.119 0.225  0.220
H -0.854 -2.657 -0.422  0.244

Computed properties:
* 2S+1: 2
* highest occupied orbital energy (spin up / spin down): -10.94 / -10.65 eV
* total charge: 0
* expectation value of S²: 0.7564
* Kohn-Sham gap (spin up / spin down): 11.704 / 7.400 eV

=====

Computed, not measured: a 2-piece molecular cluster, FHI2OP overall in a non-equilibrium geometry, with ωB97M-V with the def2-TZVPD basis set.

Last column: natural (NBO) charge in e.
Cartesian coordinates (Å):
O -0.647 -0.760 -0.933  -1.000
F 2.471 -0.460 1.149  -0.445
P -0.047 0.112 0.229  1.187
I -0.012 2.360 -0.713  0.296
I -1.263 -0.505 2.227  0.361
H -0.502 -0.746 -1.959  0.601

Computed properties:
* highest occupied orbital energy (spin up / spin down): -15.26 / -15.26 eV
* total charge: +1
* Kohn-Sham gap (spin up / spin down): 6.378 / 6.381 eV

=====

Computed, not measured: a 2-piece molecular cluster, H3S3 overall in a non-equilibrium geometry, with ωB97M-V with the def2-TZVPD basis set.

Last column: natural (NBO) charge in e.
Cartesian coordinates (Å):
S -0.020 -0.572 3.112  -1.045
H -0.144 -0.002 1.839  0.061
S -0.635 0.803 -2.173  -0.350
S 0.743 -0.273 -1.064  -0.017
H -1.600 1.803 -2.208  0.177
H -0.146 -0.755 -0.167  0.175

Computed properties:
* highest occupied orbital energy: -2.66 eV
* total charge: -1
* Kohn-Sham gap: 4.462 eV

=====

Computed, not measured: an isolated ion of composition C3H8O2P and charge -1 in a non-equilibrium geometry, with ωB97M-V with the def2-TZVPD basis set.

Last column: natural (NBO) charge in e.
Cartesian coordinates (Å):
C 1.759 -0.481 -0.107  -0.623
C -0.636 -0.367 1.097  -0.655
C 0.218 0.471 0.162  -0.520
O -0.697 -0.862 -2.042  -1.196
O -2.264 0.950 -1.042  -1.029
P -0.614 0.565 -1.631  1.244
H 2.097 -0.033 -1.011  0.198
H 2.398 -0.377 0.721  0.171
H 1.495 -1.467 -0.254  0.195
H -0.453 -0.124 2.236  0.151
H -0.204 -1.342 1.050  0.214
H -1.709 -0.062 0.970  0.239
H 0.636 1.347 0.572  0.173
H -2.027 1.781 -0.720  0.436

Computed properties:
* highest occupied orbital energy: -2.60 eV
* structure (SMILES): CC(C)P([O-])O
* total charge: -1
* Kohn-Sham gap: 6.912 eV

=====

Computed, not measured: C4H3LiO2Pd as an isolated structure in a non-equilibrium geometry, with ωB97M-V with the def2-TZVPD basis set.

Last column: natural (NBO) charge in e.
Cartesian coordinates (Å):
Pd 3.326 0.497 1.381  -0.397
O 0.738 0.579 0.054  -0.726
C 0.324 -0.776 -0.289  -0.102
H 0.703 -1.249 -1.206  0.202
H 0.564 -1.427 0.563  0.207
C -2.367 -0.513 0.066  -0.028
C -1.126 -0.330 -0.425  -0.341
C -0.801 1.047 -0.046  0.785
O -1.117 2.205 -0.130  -0.504
Li 2.264 1.476 -0.498  0.737
H -2.508 -1.508 0.530  0.166

Computed properties:
* 2S+1: 3
* highest occupied orbital energy (spin up / spin down): -6.05 / -6.08 eV
* total charge: 0
* expectation value of S²: 2.0271
* Kohn-Sham gap (spin up / spin down): 5.859 / 2.876 eV

=====

Computed, not measured: one molecule with the formula C2HBrO in a non-equilibrium geometry, with ωB97M-V with the def2-TZVPD basis set.

Last column: natural (NBO) charge in e.
Cartesian coordinates (Å):
C 1.403 -0.493 0.253  -0.344
C 1.599 0.774 0.113  0.575
O 1.776 1.893 -0.131  -0.438
Br 3.779 -0.155 -0.042  -0.039
H 0.747 -1.081 -0.301  0.246

Computed properties:
* highest occupied orbital energy: -10.05 eV
* total charge: 0
* Kohn-Sham gap: 7.832 eV

=====

Computed, not measured: one molecule with the formula C10H7NO2S in a non-equilibrium geometry, with ωB97M-V with the def2-TZVPD basis set.

Last column: natural (NBO) charge in e.
Cartesian coordinates (Å):
C -0.598 0.687 -0.175  0.789
C 1.581 -0.287 -0.036  0.307
C 2.284 -1.441 -0.313  -0.299
C 3.706 -1.364 -0.225  0.048
C 3.621 0.824 0.412  0.049
C 2.242 0.824 0.417  -0.315
C -2.018 0.218 -0.039  -0.370
C -3.085 1.038 -0.274  -0.189
C -4.301 0.395 -0.127  -0.274
C -4.158 -0.899 0.246  -0.391
H 1.790 -2.365 -0.720  0.239
H 4.265 -2.325 -0.373  0.200
H 4.092 1.738 0.719  0.197
H 1.742 1.709 0.717  0.257
H -2.937 2.131 -0.451  0.248
H -5.207 0.970 -0.221  0.233
H -4.882 -1.693 0.569  0.250
N 4.406 -0.217 0.011  -0.419
O -0.242 1.857 -0.190  -0.572
O 0.207 -0.411 -0.189  -0.493
S -2.510 -1.387 0.241  0.504

Computed properties:
* highest occupied orbital energy: -9.52 eV
* structure (SMILES): O=C(Oc1ccncc1)c1cccs1
* total charge: 0
* Kohn-Sham gap: 9.513 eV

=====

Computed, not measured: C9H4MnN2O3 as an isolated structure in a non-equilibrium geometry, with ωB97M-V with the def2-TZVPD basis set.

Last column: natural (NBO) charge in e.
Cartesian coordinates (Å):
O -2.762 -4.257 -2.171  -0.439
C -2.364 -3.613 -1.214  0.464
Mn -0.286 -0.612 -1.861  1.346
C -1.046 0.741 -2.755  0.364
C 1.277 -0.850 -2.712  0.370
O -1.837 0.962 -3.543  -0.198
O 1.801 -1.527 -3.478  -0.200
N 1.308 2.234 4.445  -0.086
C 1.002 1.721 3.434  0.178
C 0.619 1.078 2.191  0.010
C 0.967 1.771 1.015  -0.160
C 0.612 1.171 -0.196  0.048
N -0.001 -0.027 -0.148  -0.643
C -0.349 -0.679 1.007  0.067
C -0.040 -0.135 2.179  -0.179
H 1.485 2.714 1.019  0.288
H 0.789 1.584 -1.178  0.220
H -0.891 -1.653 0.839  0.255
H -0.286 -0.622 3.125  0.295

Computed properties:
* 2S+1: 6
* highest occupied orbital energy (spin up / spin down): -17.94 / -18.00 eV
* total charge: +2
* expectation value of S²: 8.7676
* Kohn-Sham gap (spin up / spin down): 7.616 / 6.184 eV

=====

ΔE to the lowest compared entry with this formula, charge and spin / kcal per mole: 9.1; 124.7; 53.3; 64.6; 0.0; 47.5; 4.0; 0.0